This record from the OMol25 dataset describes one molecule with the formula C2H4NP at a distorted geometry. The level of theory is ωB97M-V with the def2-TZVPD basis set.

The orbital gap is 9.8 eV. The energy above the lowest of the compared OMol25 structures with the same formula, charge and spin is 36.3 kcal/mol. The SMILES is CC1=[PH]=N1. The calculated total energy is -12914.955 eV. The LUMO energy is 0.825 eV.

```
8
Properties=species:S:1:pos:R:3:forces:R:3
C -0.802722 -0.686118 0.262316 -3.551 -2.412 -0.650
C -0.013977 0.277988 -0.378624 3.822 4.134 -4.620
P 1.061862 1.631391 -0.086536 -1.425 2.757 0.303
N 0.648137 0.696187 -1.507753 -3.122 -3.090 3.474
H -1.636008 -0.348922 0.980809 1.747 -0.065 -0.890
H -0.021140 -1.246373 0.760224 -0.249 -0.659 0.614
H -1.352391 -1.346612 -0.507576 0.962 0.648 1.151
H 2.116239 1.022460 0.477140 1.816 -1.315 0.618
```
Positions in Å, forces in eV/Å.